{"formula": "C8H16N2O", "method": "ωB97M-V with the def2-TZVPD basis set", "spin_multiplicity": 1, "e_tot_ha": -498.40269, "total_charge": 2, "e_above_lowest_kcal_mol": 83.3, "homo_lumo_gap_ev": 8.264, "homo_ha": -0.6481, "lumo_ev": -9.370, "max_force_ev_per_a": 5.40, "elements": ["O", "N", "N", "C", "C", "C", "C", "C", "C", "C", "C", "H", "H", "H", "H", "H", "H", "H", "H", "H", "H", "H", "H", "H", "H", "H", "H"], "positions_angstrom": [[1.40, -0.44, 0.85], [0.28, -1.10, 2.85], [-2.26, 0.16, -0.71], [-0.90, 0.31, -0.34], [1.45, -0.17, -0.35], [0.18, 0.02, -1.13], [0.31, -0.31, -2.60], [1.10, -0.25, 3.69], [-3.10, 1.45, -0.76], [2.77, -0.23, -0.90], [0.28, -1.12, 1.60], [2.98, -1.11, -1.48], [-2.75, -0.37, -0.02], [2.13, -0.43, 3.58], [-0.60, 0.19, -3.24], [3.06, 0.53, -1.59], [3.60, -0.20, -0.10], [-3.34, 1.82, -1.78], [0.75, -0.30, 4.74], [0.86, 0.79, 3.40], [0.49, -1.34, -2.69], [-2.33, -0.54, -1.47], [-2.43, 2.12, -0.15], [-4.08, 1.35, -0.22], [1.21, 0.32, -2.84], [-0.88, 0.62, 0.68], [-0.19, -1.78, 1.00]]}